DFT (wB97M-V/def2-TZVPD) results for one molecule with the formula C6H7ClN2O at a distorted geometry.

The geometry in XYZ format:
```
17
C6H7ClN2O wB97M-V/def2-TZVPD
C 1.74653 1.23179 1.32930
C 1.09865 -0.03367 0.88946
O 1.50165 -1.19823 1.19215
C -0.06670 0.17930 -0.13599
C -0.46708 1.33746 -0.64008
C -1.58690 0.91248 -1.35911
Cl -2.57953 1.99574 -2.35955
N -1.88004 -0.37784 -1.36726
N -0.82461 -0.81926 -0.54580
C -0.77216 -2.32325 -0.23852
H 2.10772 1.87545 0.64628
H 2.71089 0.80499 1.94375
H 1.11356 1.72766 1.73681
H 0.09587 2.33492 -0.58890
H -0.80244 -2.50275 0.78994
H -1.51938 -2.70820 -0.66528
H 0.12398 -2.43657 -0.62718
```

Properties
lowest unoccupied orbital energy: 0.0032 Ha
2S+1: 1
SMILES: CC(=O)c1cc(Cl)nn1C
ΔE to the lowest compared entry with this formula, charge and spin: 72.91 kcal per mole